Computed, not measured: F2H5NO6PS3Si as an isolated structure, with ωB97M-V/def2-TZVPD.

Its LUMO energy is 0.093 Ha. The HOMO energy comes out at -0.2441 Ha. As for the net charge: -1. Its frontier orbital gap is 9.167 eV. As for the total energy: -68967.202 eV.

Structure (XYZ):
```
19
Properties=species:S:1:pos:R:3:forces:R:3
S -0.9825 2.2407 -0.1247 0.2 -0.1 -0.3
H -0.6845 -3.1795 0.7258 0.2 -0.2 0.0
F -2.3247 0.5582 -3.3381 0.0 0.0 0.1
N -1.3717 1.2671 -1.2919 0.2 0.4 0.1
O 2.7527 -0.7897 0.3968 -0.3 1.2 0.1
S -2.2996 1.8636 -2.4407 0.0 -0.6 0.0
S 2.8364 -3.6310 -0.2981 0.0 -0.1 0.0
H 2.0743 -0.1127 0.5998 0.3 0.0 -0.4
O 0.0697 1.6746 0.6603 0.3 -0.4 0.1
H -0.1222 -2.0016 2.7381 0.1 0.0 0.0
H 2.7533 -1.6228 2.8709 0.3 -0.6 -0.2
O -3.6531 2.0678 -2.0623 -0.4 0.0 0.1
F -0.2730 3.4494 -0.8698 0.1 0.1 0.0
O -2.0669 2.8468 0.5637 -0.4 0.2 0.2
O -1.6653 2.8450 -3.2481 0.2 0.3 -0.3
O 2.9723 -2.4010 2.3135 0.1 0.7 1.3
P 2.2942 -2.2251 0.8846 -0.3 -1.1 -1.0
H -0.3916 -0.8021 0.6489 0.1 0.0 0.0
Si 0.0822 -2.0476 1.2713 -0.7 0.1 0.0
```
Positions in Å, forces in eV/Å.

Löwdin atomic charge list, values in e, 5 entries: 0.44 -0.10 -0.19 -0.32 -0.25

=====

Computed, not measured: one molecule with the formula C10H12N6O, with ωB97M-V/def2-TZVPD.

Its LUMO energy is 0.028 Ha. The HOMO energy comes out at -0.2528 Ha. Its frontier orbital gap is 7.644 eV. As for the total energy: -21548.991 eV. As for the structure (SMILES): COc1ccc(N2Nc3n[nH]c(N)c3N2)cc1.

Structure (XYZ):
```
29
Properties=species:S:1:pos:R:3:forces:R:3
H 4.2450 2.5348 -0.5451 0.1 -0.1 0.0
H -2.8411 -1.8497 -0.5775 -0.1 0.0 0.0
C -1.0764 -1.0811 0.3147 0.4 0.1 0.1
N 1.7579 1.0382 1.0574 0.4 0.8 0.3
C -3.0730 0.2197 -0.0271 0.1 0.0 0.0
C -0.4268 0.0062 0.8897 -0.2 -0.2 -0.4
H 1.0485 -2.0912 1.2400 0.0 0.2 0.0
C -2.4294 1.3135 0.5546 -0.1 -0.1 -0.2
H -0.6688 2.0556 1.4882 0.0 0.1 0.1
C -5.0569 -0.6423 -1.0189 -0.1 -0.2 -0.1
H -5.1628 -1.4769 -0.3176 0.0 0.0 0.0
N 0.8604 -0.0422 1.4525 -0.3 -0.1 0.6
C 2.6417 -1.0051 0.4603 0.9 1.0 -1.1
N 3.5625 -1.6766 -0.1885 -0.4 -0.6 0.5
N 4.3055 -0.6957 -0.7775 0.0 0.4 0.0
C -2.3825 -0.9792 -0.1355 -0.4 0.1 -0.1
C 3.8465 0.5688 -0.5140 -0.3 -0.3 0.4
H -4.5708 -0.9967 -1.9342 0.0 0.0 0.0
H -6.0437 -0.2530 -1.2650 0.1 -0.1 0.0
C -1.1370 1.2079 1.0110 0.1 -0.1 -0.1
H 5.4003 1.5885 -1.2937 -0.1 0.1 0.1
N 1.6153 -1.2632 1.3447 0.0 -0.4 0.3
C 2.7572 0.3903 0.2957 0.1 -0.8 -0.4
H 1.2328 1.7410 0.5377 -0.1 -0.4 0.0
H -2.9734 2.2401 0.6459 -0.1 0.1 0.0
N 4.4171 1.6987 -1.0856 0.1 0.1 -0.1
O -4.3566 0.4313 -0.4426 0.2 0.2 0.2
H 5.0856 -0.9509 -1.3569 -0.1 0.0 0.0
H -0.5770 -2.0309 0.1873 0.0 0.0 0.0
```
Positions in Å, forces in eV/Å.

Löwdin atomic charge list, values in e, 5 entries: 0.09 0.10 -0.02 0.08 -0.28

=====

Computed, not measured: C35H58N4O3P2PbSi4Te as an isolated structure, with ωB97M-V/def2-TZVPD.

Its LUMO energy is 0.146 Ha. The value obtained for the energy relative to the best compared isomer or geometry (same formula, charge and spin) is 2.6152 eV. The HOMO energy comes out at -0.0474 Ha. As for the net charge: -2. Its frontier orbital gap is 5.265 eV. As for the total energy: -111969.473 eV.

Structure (XYZ):
```
108
Properties=species:S:1:pos:R:3:forces:R:3
C 3.4236 -0.0994 -4.0090 0.0 0.0 0.0
H -0.5314 -2.6153 -2.5225 0.0 0.0 0.0
N 2.8933 -3.0039 1.1797 0.2 0.1 0.1
H -4.8790 5.8694 3.3694 0.0 0.0 0.0
H -0.4104 3.1091 -3.6038 0.0 0.0 0.0
H -2.2145 0.0476 -6.3690 0.0 0.0 0.0
C 2.3490 -6.7165 3.0804 0.0 0.0 0.0
H -3.5496 6.2774 5.5296 0.0 0.0 0.0
H -1.3896 8.4292 3.4900 0.0 0.0 0.0
C -2.5038 6.3901 5.8266 0.0 0.0 0.0
H -5.2636 4.3113 4.1054 0.0 0.0 0.0
H -2.3705 7.3996 6.2280 0.0 0.0 0.0
Pb 1.0980 0.5997 0.4738 0.0 -0.2 0.0
H 1.9966 -2.2775 -0.1392 -0.1 -0.1 -0.1
H -1.2662 -0.9988 -0.0157 0.1 0.0 0.0
C 3.5423 -4.6142 2.9602 0.0 -0.1 0.0
H 4.2862 -3.9344 3.3490 0.0 0.0 0.0
Si -1.3391 6.0824 4.3652 0.0 0.0 0.0
H 2.1754 -7.6691 3.5656 0.0 0.0 0.0
C -3.4118 5.0672 0.6389 0.0 0.0 0.0
H -3.3252 6.1228 0.9091 0.0 0.0 0.0
C -2.4441 -3.1210 -3.5030 0.0 0.0 0.0
H 0.5177 2.7040 5.8515 0.0 0.0 0.0
P 2.0494 -0.0654 -2.7747 -0.1 0.0 -0.1
C 0.0967 2.9158 -2.6559 0.0 0.0 0.0
H -4.2387 4.9586 -0.0686 0.0 0.0 0.0
H 4.3800 -0.0507 -3.4844 0.0 0.0 0.0
H 2.2321 -2.5194 -2.7163 0.0 0.0 0.0
H -1.4264 -0.0950 1.5009 -0.1 0.0 0.0
C -1.7369 -0.9268 -2.8475 0.0 -0.1 0.0
C -1.6802 0.6739 4.4355 0.0 0.0 0.0
H -0.5398 -1.7753 -6.6205 0.0 0.0 0.0
H 3.3340 0.7703 -4.6608 0.0 0.0 0.0
H -2.4502 -4.1855 -3.2983 0.0 0.0 0.0
H -2.7115 7.4699 2.8069 0.0 0.0 0.0
Si -3.6571 4.0361 2.1939 0.0 0.0 0.0
C 0.5949 -1.6898 2.8126 0.0 0.0 0.1
C -1.5011 -2.2398 -2.8359 0.0 0.0 0.0
C -3.2338 -2.6151 -4.4755 0.0 0.0 0.0
H -3.5154 1.8407 6.8783 0.0 0.0 0.0
C -3.1851 -1.1497 -4.7953 0.0 0.0 0.0
H 0.6179 7.2712 5.3657 0.0 0.0 0.0
Si -1.6610 3.9826 3.3992 0.0 -0.1 0.0
C -2.2645 1.9499 -1.4459 0.0 -0.1 0.0
C 3.3143 -5.8410 3.5644 0.0 0.1 0.0
C 1.6119 -6.3431 1.9617 0.0 0.0 0.0
H 3.4209 -1.7506 -1.6259 0.0 0.0 0.0
C -1.8745 -0.4498 -5.4566 0.0 0.0 0.0
H 1.2604 -4.8271 0.4739 0.0 0.0 0.0
H -0.4223 1.9025 7.1223 0.0 0.0 0.0
H -4.4240 1.7245 2.6617 0.0 0.0 0.0
C -5.0913 4.8187 3.1532 0.0 0.0 0.0
H -1.2197 -2.5266 2.0955 0.0 0.0 0.0
H 1.4115 -1.4791 -5.2798 0.0 0.0 0.0
H -2.2051 2.7473 -0.7054 0.0 0.0 0.0
H -2.4796 4.7864 0.1454 0.0 0.0 0.0
Te 0.2488 3.4701 1.9264 -0.1 0.1 -0.1
N 0.7299 -2.6783 3.7507 0.1 0.0 0.0
H -2.8068 2.3109 -2.3223 0.0 0.0 0.0
N -4.7876 -4.1647 -5.8374 0.0 0.0 0.0
H 3.4131 -0.9980 -4.6310 0.0 0.0 0.0
H 1.1263 6.0447 4.1804 0.0 0.0 0.0
H -4.0675 -0.8505 -5.3605 0.0 0.0 0.0
H 0.8553 -7.0098 1.5633 0.0 0.0 0.0
H 1.1613 2.7805 -2.8417 0.0 0.0 0.0
H -3.6281 3.5546 6.4466 0.0 0.0 0.0
C 0.4258 6.2618 4.9893 0.0 0.0 0.0
H -0.7641 0.5894 3.8465 0.0 0.0 0.0
C -0.6102 -1.1839 -5.7136 0.0 0.0 0.0
C -0.4456 2.6928 6.3665 0.0 0.0 0.0
H -6.0177 4.7754 2.5723 0.0 0.0 0.0
O 3.8918 -1.1263 1.0996 0.1 0.2 -0.1
H 0.1610 -2.6652 1.0186 0.0 -0.1 0.0
C 2.3854 -1.7131 -1.9839 0.0 0.0 0.0
H -2.8084 1.1162 -0.9998 0.0 0.0 0.0
C -1.8425 0.5645 -4.2661 0.0 0.0 0.0
N 3.8504 -2.2346 1.6373 -0.2 -0.3 0.0
H -0.0366 3.7671 -1.9850 0.0 0.0 0.0
C -0.3655 -1.9726 1.6835 0.0 0.0 -0.1
C -3.4782 2.5494 6.0450 0.0 0.0 0.0
H -3.3142 1.7479 1.2922 0.0 0.0 0.0
H -2.5219 0.4319 3.7820 0.0 0.0 0.0
H -3.7308 0.0952 -2.9537 0.0 0.0 0.0
H -1.9813 1.6170 -4.5175 0.0 0.0 0.0
H -1.6447 -0.0693 5.2377 0.0 0.0 0.0
C 0.4987 -0.9938 -4.9385 0.0 0.0 0.0
H -4.3178 2.3273 5.3810 0.0 0.0 0.0
C -4.1509 2.2735 1.7563 0.0 0.0 0.0
P -0.5530 1.4207 -1.8253 0.0 0.3 0.1
H -1.0669 7.2583 2.1966 0.0 0.0 0.0
H 1.5691 -2.5947 4.3055 0.0 0.0 0.0
C -2.9194 -0.2984 -3.5663 0.0 0.0 0.0
H -2.3091 5.6791 6.6335 0.0 0.0 0.0
C -0.7414 0.2059 -3.1949 0.1 0.0 0.0
C -4.0867 -3.4764 -5.2317 0.0 -0.1 0.1
Si -1.8297 2.4098 5.1179 0.0 0.0 0.0
C 1.8322 -5.1233 1.3460 0.0 0.0 0.0
C 0.5723 -0.2356 -3.7473 0.1 0.0 0.1
C -0.7583 -0.7283 0.9096 0.0 0.2 0.2
O 1.2050 -0.6357 2.9211 0.0 0.0 0.0
H -0.5693 3.6508 6.8792 0.0 0.0 0.0
H 0.5186 -3.6173 3.4485 0.0 0.0 0.0
H 0.6247 5.5493 5.7932 0.0 0.0 0.0
O 1.4863 -1.8638 -0.8912 0.0 0.0 0.1
H 3.8978 -6.1171 4.4364 0.0 0.0 0.0
H -5.0020 2.2413 1.0699 0.0 0.0 0.0
C 2.7971 -4.2275 1.8323 0.0 0.0 0.0
C -1.6579 7.4442 3.0964 0.0 0.0 0.0
```
Positions in Å, forces in eV/Å.

Löwdin atomic charge list, values in e, 5 entries: -0.30 0.11 -0.02 0.01 0.04

=====

Computed, not measured: C3H3FN2S as an isolated structure, with ωB97M-V/def2-TZVPD.

Its LUMO energy (alpha / beta) is -0.098 / -0.098 Ha. The value obtained for the energy relative to the best compared isomer or geometry (same formula, charge and spin) is 6.0039 eV. The HOMO energy (alpha / beta) comes out at -0.4159 / -0.4159 Ha. Its frontier orbital gap (alpha / beta) is 8.641 / 8.642 eV. As for the total energy: -19686.433 eV.

Structure (XYZ):
```
10
Properties=species:S:1:pos:R:3:forces:R:3
N 3.6355 -1.5683 0.4517 0.6 -0.3 -0.8
N 3.3645 -1.4140 -0.8137 0.1 -0.3 0.1
H 0.1285 0.4146 -1.0840 -0.5 0.7 -1.2
S 2.3930 -1.1598 1.4304 -2.0 1.0 -1.0
F 1.4252 -0.6466 -3.1372 0.9 -0.4 3.5
C 2.1404 -0.9936 -0.9080 -0.2 0.5 -2.9
C 0.0290 0.0552 -0.0966 -0.9 -2.3 -0.1
H -0.8489 -0.6342 -0.0223 0.8 0.5 -0.1
C 1.3066 -0.6367 0.0693 1.5 -1.0 1.1
H -0.0790 0.8211 0.5882 -0.3 1.6 1.4
```
Positions in Å, forces in eV/Å.

Löwdin atomic charge list, values in e, 5 entries: -0.34 -0.01 0.07 1.06 -0.39

=====

Computed, not measured: C3H3O4Pb as an isolated structure, with ωB97M-V/def2-TZVPD.

Its LUMO energy (alpha / beta) is -0.013 / -0.077 Ha. As for the multiplicity: 2. The value obtained for the energy relative to the best compared isomer or geometry (same formula, charge and spin) is 1.2477 eV. The HOMO energy (alpha / beta) comes out at -0.3184 / -0.3189 Ha. Its expectation value of S² is 0.76. Its frontier orbital gap (alpha / beta) is 8.309 / 6.591 eV. As for the total energy: -16594.237 eV.

Structure (XYZ):
```
11
Properties=species:S:1:pos:R:3:forces:R:3
O -1.9808 0.0843 1.2991 -3.2 0.7 0.1
C 2.2289 0.8475 -0.5532 0.3 -0.1 -0.2
Pb -0.0030 0.0896 0.9728 0.6 -1.2 5.3
C -3.1147 -0.2549 0.8010 -2.5 -1.2 -0.2
H 3.1453 1.3426 -0.9024 -0.3 -0.1 -0.1
O -4.1766 -0.2654 1.4080 1.1 0.2 -0.8
O 1.0427 -1.1320 -0.3472 0.6 -1.6 -3.0
H 2.4830 -0.9319 -1.8098 -0.3 0.2 0.1
O 1.5604 1.3443 0.4141 2.6 2.7 -2.0
H -3.0612 -0.6784 -0.2476 -0.1 0.5 0.5
C 1.8760 -0.4456 -1.0347 1.3 -0.1 0.3
```
Positions in Å, forces in eV/Å.

Löwdin atomic charge list, values in e, 5 entries: -0.38 -0.24 1.54 -0.55 0.13

=====

Computed, not measured: one molecule with the formula C5H11NO, with ωB97M-V/def2-TZVPD.

Its LUMO energy is 0.032 Ha. The value obtained for the energy relative to the best compared isomer or geometry (same formula, charge and spin) is 2.7610 eV. The HOMO energy comes out at -0.3191 Ha. Its frontier orbital gap is 9.563 eV. As for the total energy: -8898.936 eV. As for the structure (SMILES): C[C@@H](C=O)N(C)C.

Structure (XYZ):
```
18
Properties=species:S:1:pos:R:3:forces:R:3
H -1.3996 -0.4652 -2.0737 -0.3 -0.3 0.7
C 0.0154 0.6690 0.1848 -2.4 -0.6 0.0
H -2.5763 -1.2751 -0.9867 -1.0 -0.8 0.1
H -0.5439 1.5474 -0.0319 -0.4 1.2 -0.6
H 1.1988 0.1844 2.0460 0.0 0.6 -0.8
H -1.3956 -2.3621 0.5369 0.8 -0.5 -1.0
H -2.4354 0.5400 -1.0515 -0.6 -0.5 -0.3
H 0.9089 -0.3248 -1.6283 -0.3 1.0 -0.2
C 1.0602 0.4716 -0.8511 2.7 -1.6 1.7
C 0.5160 0.9460 1.6021 1.4 1.2 0.2
H -0.1764 -1.7640 1.4685 0.8 0.2 0.4
C -0.4732 -1.7616 0.4351 -1.6 1.8 0.3
N -1.0527 -0.3720 0.1444 0.9 -2.3 -0.6
H -0.3387 0.8965 2.2896 0.0 0.7 -0.4
H 1.0538 2.0181 1.5442 -1.2 -2.6 0.6
C -1.9460 -0.4406 -1.0911 2.9 2.6 0.7
O 2.2077 0.7949 -0.5731 -0.9 0.2 -1.2
H 0.3783 -2.0574 -0.2171 -0.9 -0.3 0.2
```
Positions in Å, forces in eV/Å.

Löwdin atomic charge list, values in e, 5 entries: 0.08 -0.39 0.05 0.13 0.08

=====

Computed, not measured: C11H15AuN4O8 as an isolated structure, with ωB97M-V/def2-TZVPD.

Its LUMO energy (alpha / beta) is -0.280 / -0.405 Ha. As for the multiplicity: 3. The HOMO energy (alpha / beta) comes out at -0.5760 / -0.5746 Ha. As for the net charge: +2. Its expectation value of S² is 2.03. Its frontier orbital gap (alpha / beta) is 8.045 / 4.622 eV. As for the total energy: -37658.683 eV.

Structure (XYZ):
```
39
Properties=species:S:1:pos:R:3:forces:R:3
C 2.5166 2.9359 -1.0558 -0.1 -1.4 1.0
H -2.7580 -5.2596 -1.3604 0.3 0.7 -0.5
H 4.1438 3.7410 -2.0007 0.6 -0.4 -1.5
C -0.6171 1.2020 4.5089 0.6 0.4 3.8
C -1.2789 -1.8496 -2.7219 0.4 0.0 -0.8
H 0.1306 4.3756 4.6279 -0.1 -0.5 -0.3
H 4.3718 3.4266 -0.4737 0.0 0.0 0.3
N 3.6779 3.8428 -1.1318 0.0 1.5 0.3
C -0.9726 -3.0347 -3.3591 -0.1 2.6 0.5
H 3.5841 4.8806 -1.0490 -0.5 -1.0 0.4
H -3.3732 -3.0176 -0.2497 0.4 -0.2 -0.4
H -0.8742 -0.9125 -3.1101 -0.2 -0.2 0.3
C -2.2855 -0.7765 -0.6238 1.0 4.3 0.4
H -1.1456 -0.8626 3.2701 0.4 0.3 -0.1
O -0.6834 -6.2962 -2.3718 -0.3 1.9 -0.7
H -0.3161 -3.0761 -4.2073 0.1 -0.1 -0.2
N -0.4753 0.9981 3.0921 -0.6 -2.5 -1.3
H 1.7356 3.2813 -0.3715 0.5 0.1 0.1
C -2.3993 -4.2814 -1.7316 -0.5 0.5 1.3
C -1.4590 -4.1682 -2.7661 0.2 -1.4 0.3
O 2.5121 0.4587 -0.6947 0.3 1.9 0.4
C -0.0303 3.4501 4.0524 1.0 1.1 0.4
H 0.0711 1.6340 2.5115 -0.5 -0.1 -0.1
O -0.4220 -5.4071 -4.3324 0.0 0.3 0.1
H -0.8149 3.6149 3.3453 -0.7 0.1 -0.4
H 0.9135 3.2460 3.4989 -0.3 -0.2 0.6
O -3.2449 -0.7920 0.1244 0.6 -0.2 0.0
C -2.0745 -1.8902 -1.5397 0.1 -1.1 -0.3
Au 0.5091 0.4258 -0.6344 0.5 -0.3 -0.5
H -1.5145 -0.1830 1.7490 1.2 0.3 0.0
C 3.1946 1.5811 -0.5890 0.0 -1.9 -0.2
N -0.7920 -5.3622 -3.1791 0.4 -3.5 -0.2
O -0.8662 0.3296 5.3003 -0.2 0.0 -2.2
H 1.9960 2.7120 -1.9734 0.3 0.4 -0.7
N -0.7992 -0.2315 2.5230 -1.1 2.3 1.9
O -0.3839 2.4454 5.0127 0.1 -1.3 -2.4
C -2.6839 -3.0915 -1.1005 -0.7 -1.0 0.0
O -1.4682 0.3226 -0.7179 -2.1 -2.5 0.5
O 4.3763 1.5885 -0.2712 -0.9 0.9 -0.2
```
Positions in Å, forces in eV/Å.

Löwdin atomic charge list, values in e, 5 entries: -0.08 0.17 0.16 -0.45 0.08

=====

Computed, not measured: a 2-piece molecular cluster, CH7NS2 overall, with ωB97M-V/def2-TZVPD.

Its LUMO energy is 0.014 Ha. The value obtained for the energy relative to the best compared isomer or geometry (same formula, charge and spin) is 0.4227 eV. The HOMO energy comes out at -0.3258 Ha. Its frontier orbital gap is 9.235 eV. As for the total energy: -24310.792 eV. As for the structure (SMILES): CSS.N.

Structure (XYZ):
```
11
Properties=species:S:1:pos:R:3:forces:R:3
H -2.6175 2.0184 -0.4202 0.1 -0.1 0.3
S 0.4802 -0.3787 -0.9152 0.4 0.1 0.2
S 1.6082 -1.9441 -1.7425 -0.6 0.4 0.0
H 0.9158 0.3949 1.4740 0.4 1.0 -0.7
H 2.2170 -0.6423 0.6505 0.2 0.4 0.5
N -1.8521 1.9633 0.2497 -0.2 0.4 -0.3
H 0.6875 -1.2206 1.3548 0.4 -0.2 -0.6
H -1.0600 1.6214 -0.2718 0.2 0.0 -0.1
H -2.0844 1.2689 0.9398 -0.1 -0.2 0.1
C 1.1701 -0.4035 0.7892 -0.9 -1.8 0.3
H 0.5351 -2.6777 -2.1081 0.3 0.0 0.2
```
Positions in Å, forces in eV/Å.

Löwdin atomic charge list, values in e, 5 entries: 0.01 0.34 0.31 0.03 0.00